Below is a molecular structure, C22H29Cl3N2NdO4 at a distorted geometry, with properties calculated with ωB97M-V with the def2-TZVPD basis set.

The geometry in XYZ format:
```
61
Properties=species:S:1:pos:R:3:lowdin_spin:R:1
Nd 0.07 1.08 0.92 3.038
Cl -1.43 3.97 3.44 0.000
Cl 1.71 2.08 2.70 -0.007
Cl -0.70 -0.10 -1.41 -0.006
O -3.99 2.92 1.82 0.000
O -2.22 1.64 1.12 -0.007
O 3.11 1.98 -2.35 0.000
O -1.71 -3.25 2.71 0.000
N 1.36 2.25 -0.98 -0.004
N -1.51 -1.24 1.72 -0.001
C 0.83 -4.62 0.73 0.000
C 1.49 -0.93 0.79 -0.015
C 0.77 4.57 -1.59 0.000
C 1.17 -2.18 1.26 -0.002
C -2.93 -2.21 -0.08 0.000
C 1.37 -3.27 0.38 -0.001
C -2.81 2.72 1.57 0.000
C 2.39 -0.72 -0.23 0.000
C 1.07 3.17 -2.11 0.000
C 3.13 0.59 -0.36 0.000
C -2.88 -1.71 1.36 0.000
C 2.48 1.63 -1.23 0.000
C 2.56 -1.79 -1.15 0.000
C 2.00 -3.03 -0.84 0.001
C -3.92 -0.63 1.57 0.000
C -0.94 -2.23 2.35 0.000
C -3.08 -2.88 2.32 0.000
C -1.77 3.82 1.74 0.001
C 2.37 3.12 -2.92 0.000
C 0.53 -2.34 2.60 0.000
C -0.08 2.68 -2.96 0.000
C 3.31 -1.57 -2.41 0.000
H 1.60 4.93 -0.97 0.000
H 4.36 -1.32 -2.22 0.000
H -0.16 4.57 -1.00 0.000
H -4.89 -0.98 1.17 0.000
H 0.80 -1.50 3.26 0.000
H -2.18 4.77 1.40 0.000
H -3.95 -2.52 -0.31 0.000
H 0.74 -3.29 3.09 0.000
H -4.03 -0.44 2.64 0.000
H -0.27 3.41 -3.76 0.000
H -3.60 -2.56 3.24 0.000
H 3.28 -2.47 -3.03 0.000
H -3.56 -3.77 1.89 0.000
H 2.99 4.01 -2.80 0.000
H -2.25 -3.06 -0.22 0.000
H 1.18 -5.36 0.00 0.000
H 2.88 -0.74 -2.99 0.000
H -2.61 -1.41 -0.76 0.000
H -0.99 2.55 -2.36 0.000
H -0.86 3.47 1.21 0.000
H 0.64 5.25 -2.44 0.000
H 2.11 -3.86 -1.55 0.000
H 4.15 0.44 -0.73 0.000
H -0.26 -4.64 0.72 0.000
H -3.63 0.30 1.07 0.000
H 1.16 -4.95 1.72 0.000
H 0.16 1.71 -3.40 0.000
H 2.24 2.90 -3.99 0.000
H 3.18 1.05 0.65 0.000
```

Calculated values
Gap between HOMO and LUMO (spin up / spin down) = 6.91 / 6.93 eV
HOMO level (spin up / spin down) = -4.39 / -4.41 eV
Multiplicity = 4
Energy relative to the best compared isomer or geometry (same formula, charge and spin) = 0.0 kcal per mole
Energy = -3208.427497 hartree
Total charge = -1